Formula: C43H38BrF4N2O2PPt
Source: the OMol25 dataset
Level of theory: the ωB97M-V functional and the def2-TZVPD basis

charge: 0
LUMO energy: -1.06 eV
ΔE to the lowest compared entry with this formula, charge and spin: 1.653 eV

Each line ends with the Mulliken charge.
Geometry (Å):
Pt -0.242 0.262 -0.045  2.215
Br 0.104 2.407 -2.035  -0.001
P 0.188 1.999 1.445  0.479
F -0.440 4.794 2.661  -0.366
F -0.620 7.133 1.516  -0.320
F -0.260 7.397 -1.183  -0.298
F 0.040 5.196 -2.687  -0.325
O 2.463 2.263 0.129  -0.571
O 2.022 0.112 -0.369  -0.333
N -2.261 1.330 -0.481  0.446
N -1.462 -1.286 -0.726  0.457
C 5.018 0.140 0.282  1.280
C -1.189 -5.476 -0.609  -0.961
C 2.161 3.249 3.116  -0.345
C -3.325 0.894 3.365  -0.847
C -2.167 -4.814 0.112  -0.790
C 6.888 0.277 -1.253  0.650
C -0.238 6.204 -0.609  0.484
C 0.974 -2.634 -1.828  -0.480
C -2.199 2.422 4.820  -0.929
C 1.505 2.102 2.695  1.428
C 3.107 3.168 4.127  -0.807
C -1.155 2.522 3.917  -0.378
C -0.080 3.643 0.614  -0.738
C 3.934 2.055 -2.827  -1.276
C 8.311 -0.070 -1.600  -1.485
C -2.565 -0.893 -1.306  0.109
C -0.209 -3.353 -1.229  0.733
C -4.194 1.041 -1.650  -1.103
C 2.788 0.790 4.258  -0.629
C -2.229 -3.427 0.132  0.331
C 6.090 0.991 -2.134  -1.137
C -2.611 -2.705 2.472  -1.098
C 4.234 0.864 -0.620  -0.071
C -0.388 6.069 0.753  0.313
C -1.273 -2.690 -0.593  -0.740
C -2.285 1.006 2.455  0.220
C 4.440 -0.321 1.590  -1.039
C 6.337 -0.135 -0.046  -1.187
C 4.767 1.300 -1.835  0.848
C -2.960 2.457 -0.433  -0.610
C -2.998 0.427 -1.218  -0.515
C 1.820 0.872 3.272  -0.701
C -3.220 -2.766 1.064  -0.313
C -3.302 1.631 4.536  -0.804
C -1.211 1.872 2.681  0.805
C 2.180 -2.776 -0.889  -0.990
C 2.781 1.126 -0.261  0.263
C -0.009 3.802 -0.782  0.399
C -4.169 2.327 -1.146  -1.129
C -0.298 4.813 1.333  0.146
C 3.426 1.943 4.694  -0.620
C -0.066 5.060 -1.367  0.090
C -0.207 -4.743 -1.248  -0.691
H -2.379 -3.710 2.826  0.424
H -1.180 -6.558 -0.649  0.409
H 9.001 0.335 -0.857  0.329
H -2.156 2.971 5.752  0.421
H -4.142 -3.350 1.089  0.526
H 1.305 -0.019 2.929  0.244
H 6.508 1.321 -3.078  0.286
H 5.167 -0.897 2.161  0.382
H 1.951 4.205 2.657  0.366
H 6.958 -0.690 0.650  0.399
H 3.054 -0.169 4.682  0.465
H 0.762 -1.577 -1.975  0.154
H 8.444 -1.152 -1.625  0.319
H 4.178 1.882 5.470  0.377
H 4.134 0.537 2.192  0.097
H -4.127 1.567 5.234  0.394
H -2.903 -5.381 0.671  0.442
H 1.217 -3.072 -2.799  0.458
H -1.686 -2.126 2.457  0.099
H 3.553 -0.935 1.422  0.056
H 2.438 -3.826 -0.747  0.562
H -4.905 3.103 -1.277  0.474
H -2.305 0.410 1.559  -0.029
H 3.044 -2.249 -1.292  0.319
H -3.296 -2.236 3.179  0.387
H -3.475 -1.758 0.745  0.005
H -2.600 3.324 0.102  0.551
H 3.589 4.071 4.477  0.437
H 3.098 1.440 -3.157  0.200
H -4.968 0.571 -2.236  0.534
H -3.185 -1.618 -1.832  0.435
H 0.586 -5.250 -1.785  0.461
H -0.290 3.107 4.187  0.392
H 3.532 2.962 -2.375  0.213
H 8.580 0.334 -2.575  0.358
H -4.153 0.230 3.154  0.522
H 4.519 2.331 -3.703  0.379
H 1.943 -2.343 0.084  0.081



Formula: C43H38ClN5O11S
Source: the OMol25 dataset
Level of theory: the ωB97M-V functional and the def2-TZVPD basis

SMILES: C=CCc1cc2c(c(O)c1O)Sc1cc(CC)c(CC(=O)Cl)cc1N2.O=[N+]([O-])c1ccccc1.O=[N+]([O-])c1ccccc1.O=[N+]([O-])c1ccccc1.O=[N+]([O-])c1ccccc1
charge: 0
LUMO energy: -0.69 eV

Each line ends with the Mulliken charge.
Geometry (Å):
Cl -1.628 -5.177 1.207  -0.201
S -0.336 1.399 0.922  -0.137
O 1.813 1.819 -1.173  -0.640
O -6.730 -3.118 2.039  -0.609
O -2.879 2.747 1.784  -0.620
O 6.638 -0.662 -3.798  -0.612
O 4.340 0.724 -1.145  -0.647
O 6.494 7.142 2.015  -0.615
O -8.081 -2.151 0.675  -0.627
O 7.065 -1.093 -5.862  -0.602
O -4.633 1.560 1.380  -0.592
O -1.206 -5.327 3.742  -0.447
O 5.008 6.721 0.517  -0.614
N 6.640 -0.376 -4.981  1.034
N 0.782 -0.323 3.052  -0.332
N 5.878 6.382 1.294  1.032
N -3.931 2.537 1.211  1.136
N -7.620 -3.138 1.212  1.107
C 7.509 3.185 2.303  -0.504
C -2.366 -0.501 1.053  -1.105
C -2.818 -3.644 3.219  -0.729
C -2.941 -1.661 1.575  0.633
C 3.853 -0.384 0.962  1.025
C -1.157 -0.057 1.548  0.656
C 6.864 2.282 1.467  -0.701
C 6.022 1.269 -6.708  -0.405
C 3.474 0.446 -0.089  -0.242
C -1.069 -1.897 3.086  -0.448
C 5.608 1.771 -4.381  -0.112
C 6.212 4.951 1.364  -0.114
C 5.554 4.064 0.532  -0.450
C -2.296 -2.360 2.597  0.429
C 5.103 -2.543 0.700  -0.606
C -9.169 -4.503 -0.125  -0.414
C -4.031 -2.439 -0.534  -1.361
C -8.227 -6.815 1.104  -0.537
C 2.956 -0.617 2.005  -0.294
C 2.202 1.014 -0.130  -0.214
C -4.248 -2.119 0.960  -0.056
C -1.835 -4.749 2.939  0.609
C -5.603 3.364 -0.393  -0.343
C 7.184 4.531 2.254  -0.460
C -0.500 -0.754 2.560  -0.874
C 4.983 3.345 -6.083  -0.453
C -4.392 3.549 0.249  0.194
C -9.700 -5.736 -0.466  -0.437
C -9.233 -6.890 0.149  -0.413
C 1.319 0.752 0.907  0.885
C -4.051 5.623 -0.876  -0.505
C 5.884 2.718 0.583  0.307
C 5.468 2.488 -7.063  -0.407
C -3.605 4.663 0.018  -0.402
C -5.269 5.459 -1.523  -0.399
C 5.222 -1.047 0.995  -0.797
C -6.043 4.331 -1.283  -0.506
C 6.078 0.927 -5.369  -0.010
C 5.056 2.989 -4.743  -0.544
C 4.603 -3.464 1.539  -0.678
C 1.691 -0.057 1.979  -1.041
C -7.689 -5.586 1.450  -0.252
C -8.173 -4.447 0.833  0.163
H -0.537 -2.408 3.877  0.519
H -3.449 6.501 -1.066  0.379
H -4.572 -3.051 1.394  -0.265
H 5.663 1.491 -3.339  0.470
H -3.382 -1.715 -1.023  0.337
H -9.654 -7.851 -0.115  0.380
H 4.282 -0.013 -1.765  0.322
H -9.531 -3.603 -0.599  0.450
H 0.636 0.511 3.616  0.323
H 5.377 2.015 -0.070  0.379
H -7.864 -7.714 1.582  0.379
H 5.723 -0.882 1.941  0.467
H -6.908 -5.524 2.192  0.437
H -3.799 -3.940 2.868  0.197
H 5.420 -2.867 -0.288  0.389
H 5.058 -4.442 1.647  0.275
H -6.201 2.485 -0.203  0.491
H 3.249 -1.262 2.817  0.749
H 5.411 2.768 -8.106  0.374
H -2.796 -3.523 4.299  0.386
H -2.863 0.045 0.268  0.743
H -5.059 -1.411 1.111  0.474
H 4.793 4.409 -0.152  0.543
H 7.686 5.236 2.899  0.476
H 8.269 2.840 2.991  0.391
H -6.990 4.204 -1.788  0.372
H 4.546 4.294 -6.366  0.383
H -3.538 -3.405 -0.623  0.316
H 5.779 -0.651 0.150  0.257
H -10.481 -5.797 -1.212  0.373
H -5.618 6.214 -2.215  0.379
H 4.680 3.657 -3.980  0.440
H 1.043 1.405 -1.582  0.319
H 7.127 1.232 1.503  0.420
H -2.660 4.787 0.525  0.462
H -4.975 -2.443 -1.079  0.341
H 3.695 -3.310 2.110  0.324
H 6.399 0.599 -7.467  0.446



Number 1: E_tot -5355.5048 Eh, HOMO energy -7.93 eV, HOMO-LUMO gap 6.87 eV. Number 2: E_tot -3620.7642 Eh, HOMO energy -8.11 eV, HOMO-LUMO gap 7.41 eV.